This record from the Open Molecules 2025 dataset describes one molecule with the formula C3H7NO3 in a non-equilibrium geometry. The level of theory is ωB97M-V/def2-TZVPD.

- SMILES string = CC(C)(O)[N+](=O)[O-]
- HOMO-LUMO gap (eV) = 11.22

Atoms and positions in Å:
1 H -0.496 -0.997 -1.793
2 C -0.144 -0.016 0.038
3 H -0.669 -2.111 -0.382
4 H 0.916 -1.635 -0.964
5 H 2.037 0.211 0.276
6 O -1.493 0.800 -1.559
7 O -1.420 -0.089 1.096
8 O -0.075 2.166 -0.685
9 H 0.926 1.348 0.998
10 H 1.143 -0.167 1.829
11 N -0.604 1.104 -0.803
12 C 1.075 0.307 0.879
13 H -1.124 0.326 1.921
14 C -0.071 -1.246 -0.851

=====

This record from the Open Molecules 2025 dataset describes an isolated ion of composition C4H12N2S and charge -1. The level of theory is ωB97M-V/def2-TZVPD.

- ⟨S²⟩ = 0.752
- total charge = -1
- 2S+1 = 2
- HOMO-LUMO gap (alpha / beta) (eV) = 3.25 / 7.79

Atoms and positions in Å:
1 S -2.424 -0.670 -0.344
2 H -1.179 1.311 -1.095
3 C 1.467 0.352 -0.829
4 H 0.311 -1.028 0.316
5 C -0.324 0.930 0.865
6 C -1.490 0.994 -0.106
7 H 0.716 0.387 -1.611
8 H 0.121 1.920 0.984
9 H 2.246 0.689 1.695
10 N 1.811 -0.210 1.503
11 H 2.168 -1.349 -1.721
12 N 2.544 -0.536 -1.256
13 C 0.783 -0.051 0.467
14 H -2.239 1.691 0.241
15 H 3.057 -0.844 -0.442
16 H 1.377 -0.507 2.369
17 H -0.695 0.620 1.851
18 H -1.840 -2.002 -0.452
19 H 1.855 1.373 -0.717

=====

This record from the Open Molecules 2025 dataset describes a 11-piece molecular cluster, C42H115N9O12 overall in a non-equilibrium geometry. The level of theory is ωB97M-V/def2-TZVPD.

- SMILES string = COC[C@H](C)N.COC[C@H](C)N.COC[C@H](C)N.COC[C@H](C)N.COC[C@H](C)N.COC[C@H](C)N.COC[C@H](C)N.COC[C@H](C)N.COCCNCCOC.CCO.CCO
- HOMO-LUMO gap (eV) = 9.09

Atoms and positions in Å:
1 C -1.956 -4.940 -1.363
2 H 3.551 -0.786 -6.518
3 O 2.132 6.669 -5.184
4 H -0.394 8.379 -0.232
5 C -3.014 0.542 -3.882
6 H 2.348 4.796 -4.259
7 C 0.866 6.272 -5.707
8 H -3.882 2.152 -5.665
9 C 1.036 -3.978 8.106
10 O -2.207 1.266 -4.878
11 H -0.007 -3.274 5.741
12 H 2.568 2.457 5.247
13 H -2.902 -2.392 -4.449
14 H -2.572 -4.044 -1.291
15 H 2.734 -6.524 8.618
16 C 0.009 -2.395 1.821
17 H -2.811 2.075 0.628
18 C -5.761 -0.788 3.730
19 H 1.618 -2.853 5.110
20 H -3.241 1.246 -3.082
21 C -2.080 -1.675 -4.458
22 O 5.386 -0.347 -3.764
23 H 0.223 3.495 0.848
24 H 3.238 0.010 -2.494
25 H -3.456 -7.126 -0.199
26 H 0.658 6.857 -6.603
27 C -0.671 2.642 4.668
28 H 0.203 1.105 -3.037
29 O -0.995 -1.567 2.419
30 H 2.246 8.989 -1.642
31 N 1.651 2.841 5.426
32 H 0.894 5.253 -6.095
33 H -0.436 -3.009 1.038
34 H 0.469 -5.292 9.975
35 H 4.338 -3.620 2.995
36 H -3.426 0.831 -6.653
37 H 3.767 -5.237 3.557
38 H 2.566 -3.498 9.495
39 C 2.031 -4.408 9.223
40 C 5.238 -5.396 2.000
41 C 4.050 -4.628 2.698
42 C -0.176 -3.432 -1.799
43 O -0.911 -4.568 -2.204
44 H -3.335 2.261 5.049
45 H 1.616 -0.624 -2.483
46 N -0.658 7.617 -4.533
47 H -5.511 3.220 -0.067
48 C 3.908 0.190 -6.191
49 H -3.765 -4.948 -3.349
50 C 0.766 2.098 4.472
51 H 5.655 1.321 -5.787
52 H -2.202 -5.491 -3.899
53 H -4.369 -7.346 -1.571
54 H -2.462 2.324 -6.651
55 H -0.738 -2.497 -1.794
56 C 2.302 0.023 -1.936
57 H 0.308 -3.122 2.575
58 H -3.575 1.930 -0.862
59 C -1.424 5.504 -5.278
60 H 1.322 -0.743 1.939
61 H 3.622 5.192 -5.491
62 O 1.766 1.296 -1.836
63 H 1.550 1.974 -3.829
64 C 3.044 -5.496 8.809
65 H 1.896 0.194 4.610
66 N 1.250 -4.792 10.375
67 N -2.897 -1.195 -2.304
68 H -1.907 -6.940 -2.085
69 H -3.250 3.209 3.589
70 H -3.094 3.564 -0.302
71 H -5.347 1.070 0.097
72 H -0.744 3.649 4.258
73 H 7.026 0.061 -7.339
74 H 3.763 5.809 -4.057
75 H -0.711 3.934 -0.722
76 H 1.705 3.793 5.094
77 C 0.995 -2.933 6.001
78 H -1.747 -5.048 -0.298
79 H 6.706 -5.088 0.932
80 O -4.698 -4.379 2.950
81 H -5.682 -0.273 4.687
82 N 1.924 8.046 -1.807
83 H -0.750 0.357 1.435
84 H 0.212 -0.066 4.461
85 H 2.469 7.245 -0.039
86 C -1.404 -0.505 1.569
87 H 2.838 7.725 -2.092
88 C 5.954 -0.885 -2.538
89 N 6.020 0.009 -7.417
90 H 3.837 -5.509 9.557
91 H 0.205 6.127 -1.699
92 H -4.769 -2.712 1.758
93 H 0.395 -3.446 -0.871
94 H 1.015 2.225 3.418
95 C 1.239 -1.660 1.355
96 H 2.600 0.151 0.217
97 H -1.694 5.800 -6.292
98 H -0.966 2.695 5.716
99 H 0.571 -3.193 -2.556
100 H -3.554 1.522 3.521
101 H -1.352 4.435 -5.081
102 H -1.447 7.508 -3.912
103 H -5.461 -5.653 1.482
104 H 0.104 5.848 -3.800
105 N 1.225 -1.179 -0.133
106 C 2.497 -0.618 -0.548
107 C -3.521 2.605 -0.008
108 C -5.078 -2.151 3.821
109 O 5.879 -4.607 1.012
110 H -2.991 -1.748 3.661
111 O -5.225 1.515 0.939
112 H 3.260 -4.499 1.958
113 C -5.248 -3.145 2.637
114 H -5.567 -2.765 4.578
115 C 0.592 8.260 0.216
116 C 5.432 0.320 -6.156
117 O 1.775 -3.697 6.875
118 H 3.474 -5.201 7.852
119 H -2.353 -0.120 1.943
120 H 3.323 -1.317 -0.420
121 H 6.996 -0.584 -2.433
122 C -2.941 2.263 4.033
123 C 1.018 1.813 -2.891
124 H -2.151 -1.307 -5.482
125 H -1.715 -0.873 0.591
126 C 1.075 6.044 -1.047
127 C 0.192 4.003 -0.116
128 H -1.174 -0.278 -3.042
129 O -1.583 1.832 3.953
130 H 2.129 -2.235 1.612
131 H 5.815 -1.710 -5.251
132 H 5.827 0.756 -8.068
133 C -3.004 1.616 -6.025
134 H 0.642 -3.089 8.599
135 H 0.059 7.931 -3.895
136 C 0.936 0.614 4.911
137 H 1.870 5.548 -1.604
138 H 5.421 -0.246 -1.835
139 H 5.831 -1.929 -2.247
140 H -4.756 3.516 1.540
141 N -3.689 -2.019 4.339
142 C -2.180 -0.541 -3.368
143 C 2.941 5.579 -4.733
144 H -3.799 -1.608 -2.494
145 C 1.543 7.427 -0.585
146 H -4.094 -4.797 0.906
147 H 0.593 -0.397 -0.225
148 O 0.642 5.307 0.145
149 H -5.457 -0.306 2.801
150 H 0.989 3.491 -0.656
151 H 3.360 0.767 -6.936
152 C -3.078 -5.794 -3.326
153 C -4.515 -5.226 1.815
154 C -2.630 -6.134 -1.965
155 H -1.163 -2.257 -4.364
156 C -0.255 6.276 -4.736
157 H -6.839 -0.862 3.584
158 H 7.085 -0.440 -4.986
159 H 5.929 -5.827 2.724
160 H 0.683 0.501 5.965
161 H -3.877 -0.013 -4.252
162 H 0.530 2.729 -2.558
163 H 4.868 -6.327 1.569
164 H -2.256 5.688 -4.599
165 H -3.617 -6.515 -3.940
166 H -6.257 -3.262 2.240
167 H -3.155 -0.565 -1.557
168 C -4.812 2.847 0.682
169 H 1.701 -5.359 11.079
170 H 0.371 8.072 1.267
171 H 0.819 9.326 0.199
172 H -3.860 -6.062 2.060
173 H 0.252 -4.723 7.966
174 H 3.469 0.505 -5.244
175 N -3.734 -6.729 -1.086
176 H -3.400 -2.986 4.312
177 H 0.911 -1.926 6.409
178 C 6.019 -0.664 -5.025

=====

This record from the Open Molecules 2025 dataset describes C4H4N2O as an isolated structure. The level of theory is ωB97M-V/def2-TZVPD.

- HOMO-LUMO gap (alpha / beta) (eV) = 8.67 / 8.67

Atoms and positions in Å:
1 C -0.933 -0.952 -0.059
2 N -1.133 0.344 0.197
3 O 2.373 -1.268 0.533
4 H -1.825 -1.572 -0.115
5 H 1.503 0.156 -0.671
6 N 0.203 -1.563 -0.191
7 H -2.092 0.647 0.303
8 H -0.520 2.336 0.304
9 C -0.143 1.350 0.047
10 C 1.130 1.321 -0.387
11 C 1.372 -0.932 -0.005

=====

This record from the Open Molecules 2025 dataset describes C28H21ClN3OSV as an isolated structure. The level of theory is ωB97M-V/def2-TZVPD.

- ⟨S²⟩ = 2.015
- total charge = +2
- 2S+1 = 3
- HOMO-LUMO gap (alpha / beta) (eV) = 7.23 / 7.24

Atoms and positions in Å:
1 C -1.973 2.145 -1.170
2 C -2.426 -0.707 0.983
3 N 1.163 1.520 0.896
4 C 1.082 1.905 5.284
5 C 4.662 1.985 0.179
6 H -5.912 0.950 1.360
7 S 2.565 1.085 1.612
8 Cl 2.338 -6.483 0.471
9 C 4.693 4.499 1.390
10 C 0.413 -2.983 0.190
11 H -3.375 3.664 -1.734
12 C -3.366 -1.265 1.804
13 C -2.710 0.499 0.300
14 C -4.936 0.492 1.263
15 C 3.764 3.560 1.804
16 C 2.379 -2.873 -1.219
17 H 4.718 5.472 1.862
18 H 4.220 0.964 6.161
19 H 2.101 1.752 7.160
20 H -5.364 -1.108 2.593
21 N -1.713 1.045 -0.476
22 H 0.912 2.494 1.037
23 C 3.476 1.025 4.158
24 C 2.372 1.320 3.367
25 C 1.231 -2.258 -0.715
26 C 3.370 1.185 5.529
27 C 3.762 2.315 1.184
28 H -1.532 -3.192 1.089
29 C 5.599 4.187 0.382
30 H 2.980 -2.322 -1.930
31 C -3.974 1.098 0.419
32 H 0.123 -4.874 1.194
33 C -4.630 -0.653 1.943
34 C -0.814 -2.468 0.709
35 C 5.588 2.936 -0.220
36 N -1.124 -1.207 0.703
37 H 4.405 0.687 3.713
38 V 0.099 0.155 -0.064
39 C 0.762 -4.308 0.528
40 H 3.073 3.785 2.607
41 H -1.167 2.540 -1.776
42 H 0.156 2.245 5.727
43 H -5.177 2.748 -0.285
44 C 1.904 -4.878 0.035
45 C 1.171 1.749 3.907
46 H 6.327 4.924 0.072
47 C 2.177 1.627 6.089
48 H 3.608 -4.618 -1.248
49 O 0.912 -1.030 -1.162
50 C -4.208 2.267 -0.338
51 H 6.303 2.699 -0.995
52 H 4.647 1.002 -0.275
53 H 0.317 1.951 3.274
54 H -3.149 -2.171 2.354
55 C -3.218 2.778 -1.137
56 C 2.717 -4.153 -0.847

=====

This record from the Open Molecules 2025 dataset describes C23H18IN9OS2Sn as an isolated structure in a non-equilibrium geometry. The level of theory is ωB97M-V/def2-TZVPD.

- HOMO-LUMO gap (eV) = 6.98

Atoms and positions in Å:
1 C 4.778 0.331 -0.180
2 C 3.008 -0.956 -1.397
3 S 2.831 -2.893 -3.033
4 C 3.474 0.079 -0.501
5 C -3.145 -0.233 -1.970
6 C 3.788 -1.876 -2.039
7 C -0.310 -2.364 3.339
8 Sn 0.124 0.875 -0.788
9 H 4.847 -2.026 -1.988
10 H -0.308 -3.058 4.167
11 C -1.327 -0.699 4.815
12 C 1.416 -2.017 -2.514
13 N 0.412 5.157 -4.241
14 H 3.105 3.453 2.195
15 O 0.945 1.789 -3.218
16 H -6.413 -1.459 -3.217
17 H -1.265 -1.417 5.622
18 I -1.571 2.591 1.178
19 C -5.074 -1.451 -1.707
20 H -2.218 0.829 6.004
21 H 5.666 -0.174 -0.502
22 C 2.431 2.861 1.583
23 S 4.889 1.670 0.883
24 H 0.016 -2.297 -4.074
25 N 3.698 5.063 -1.425
26 H 0.576 -2.110 0.120
27 N -4.813 -1.890 -0.458
28 H -2.341 2.435 4.139
29 C -1.855 0.541 5.029
30 H 1.927 3.523 0.877
31 H -3.946 -1.625 -0.020
32 C 2.901 4.456 -1.991
33 N -6.209 -1.839 -2.309
34 N 1.682 -1.072 -1.683
35 H -6.915 -2.365 -1.826
36 H -5.459 -2.465 0.057
37 N -4.268 -0.682 -2.381
38 C 3.160 1.813 0.839
39 C -1.428 1.107 2.744
40 N 2.589 0.924 0.096
41 N 1.790 2.463 -2.515
42 C -0.316 -0.499 1.187
43 C -1.917 1.458 3.971
44 N -2.114 0.205 -1.676
45 C 1.919 3.758 -2.714
46 C 0.166 -1.787 1.068
47 H -0.197 -3.385 -2.698
48 H 0.576 -3.708 1.947
49 C -0.835 -1.074 3.548
50 C -0.852 -0.147 2.458
51 H 1.671 2.399 2.215
52 H -0.648 -1.667 -2.559
53 C 0.063 -2.367 -2.989
54 C 0.173 -2.718 2.112
55 C 1.123 4.540 -3.582

=====

This record from the Open Molecules 2025 dataset describes a 2-piece molecular cluster, C5H15BN overall in a non-equilibrium geometry. The level of theory is ωB97M-V/def2-TZVPD.

- total charge = +1
- HOMO-LUMO gap (eV) = 7.75

Atoms and positions in Å:
1 H 3.127 -2.469 -1.197
2 C 1.330 -1.604 -0.698
3 H -1.505 0.773 1.999
4 C 1.247 1.288 -0.439
5 H 2.097 -3.632 -0.308
6 N -1.415 1.019 1.089
7 H 0.552 -1.753 0.118
8 H 0.883 -2.092 -1.644
9 H -1.421 0.211 -0.814
10 H -1.560 2.651 -0.003
11 C -1.730 -0.082 0.215
12 H -3.216 1.897 0.224
13 H -1.100 -0.959 0.492
14 H -2.591 2.818 1.604
15 H 0.830 1.986 -1.215
16 H 0.517 1.250 0.432
17 C -2.229 2.167 0.699
18 B 1.547 -0.156 -0.787
19 C 2.461 -2.551 -0.384
20 H -2.836 -0.407 0.145
21 H 2.021 1.871 0.046
22 H 2.991 -2.226 0.426

=====

This record from the Open Molecules 2025 dataset describes one molecule with the formula C27H37N5O4 in a non-equilibrium geometry. The level of theory is ωB97M-V/def2-TZVPD.

- SMILES string = CCOCCCNC(=O)C1CCN(c2cc(C)nc3c(-c4ccc(OC)c(OC)c4)c(C)nn23)CC1
- HOMO-LUMO gap (eV) = 7.34

Atoms and positions in Å:
1 H 3.307 4.050 0.678
2 O -1.508 1.943 -1.855
3 C -3.369 -2.515 -1.495
4 C 5.433 -0.599 0.048
5 H 1.679 4.766 0.765
6 C 6.277 0.259 -0.677
7 H -3.003 -3.444 -1.038
8 H -2.945 3.184 2.281
9 C -2.192 2.918 1.531
10 H -3.235 -0.725 -3.590
11 C 0.105 -1.382 1.015
12 H 4.122 2.824 -1.193
13 H -3.972 0.771 2.263
14 C 8.260 -1.128 -0.672
15 H -4.334 -4.342 0.583
16 H -5.783 -3.897 1.483
17 C 0.102 -2.877 1.124
18 H 7.803 -2.021 -1.104
19 O 5.919 -1.829 0.444
20 H -5.144 1.255 -0.077
21 N 1.230 -0.809 0.661
22 H 3.479 -0.824 0.892
23 H -4.257 -3.061 1.798
24 H 5.619 -3.623 1.259
25 C -1.059 -0.654 1.299
26 C 2.281 1.412 0.282
27 H -4.858 2.590 1.023
28 H -1.221 3.280 1.857
29 C -4.360 1.837 0.408
30 H -5.820 -2.931 -0.835
31 C -2.178 -1.683 -1.961
32 N -3.261 0.540 -1.945
33 C -2.545 3.524 0.165
34 H -3.014 4.498 0.304
35 C 1.252 0.521 0.606
36 N 0.131 1.305 0.895
37 H -4.101 3.145 -1.291
38 C 3.644 1.052 -0.072
39 H -1.598 -1.370 -1.091
40 C -3.498 0.910 1.281
41 C -2.628 1.646 -1.495
42 H 1.008 -3.275 0.678
43 N 0.423 2.604 0.792
44 C -1.065 0.734 1.209
45 H -1.628 3.653 -0.412
46 C 2.302 4.032 0.260
47 H -3.421 -0.061 0.794
48 H 6.425 2.118 -1.670
49 C 5.767 1.483 -1.098
50 C -2.582 -0.441 -2.758
51 H 4.722 -2.313 2.069
52 C 4.144 -0.183 0.340
53 C 4.477 1.882 -0.813
54 H -1.545 -2.315 -2.585
55 C -5.244 -2.464 -0.023
56 C -4.876 -3.510 1.026
57 H 8.307 -1.239 0.414
58 H -5.858 -1.685 0.438
59 H 9.269 -1.009 -1.069
60 H -1.944 -1.184 1.604
61 H -4.006 -2.786 -2.352
62 H -1.686 0.044 -3.152
63 H 4.163 -2.933 0.491
64 C -3.472 2.570 -0.601
65 H 0.068 -3.173 2.172
66 N -2.174 1.474 1.454
67 H 2.356 4.300 -0.795
68 H -0.767 -3.298 0.624
69 O -4.133 -1.776 -0.559
70 C 1.693 2.685 0.421
71 O 7.578 0.044 -1.048
72 C 5.045 -2.709 1.100
73 H -4.109 0.221 -1.505

=====

This record from the Open Molecules 2025 dataset describes one molecule with the formula C4H12N2 in a non-equilibrium geometry. The level of theory is ωB97M-V/def2-TZVPD.

- SMILES string = CC(C)NCN
- HOMO-LUMO gap (eV) = 9.13

Atoms and positions in Å:
1 H 2.005 -0.153 1.682
2 H -2.364 1.139 -1.141
3 H -0.143 1.701 -0.341
4 C -0.298 -1.303 1.531
5 C 0.506 -0.791 0.310
6 H 0.999 -1.749 0.007
7 H -0.996 -0.938 -1.143
8 C -0.343 1.100 -1.223
9 N -0.366 -0.282 -0.720
10 C 1.616 0.155 0.738
11 H 0.551 1.341 -1.830
12 H -1.788 1.108 -2.700
13 N -1.652 1.482 -1.770
14 H 2.570 0.305 0.209
15 H 0.360 -1.661 2.329
16 H -0.944 -0.449 1.826
17 H 1.212 1.164 0.956
18 H -0.925 -2.169 1.281

=====

This record from the Open Molecules 2025 dataset describes a 2-piece molecular cluster, C9H15ClSi overall in a non-equilibrium geometry. The level of theory is ωB97M-V/def2-TZVPD.

- HOMO-LUMO gap (alpha / beta) (eV) = 7.08 / 7.08

Atoms and positions in Å:
1 C 4.741 -0.457 1.796
2 H 1.709 3.332 -0.444
3 H -1.626 0.181 -0.646
4 H -4.592 1.092 -0.205
5 H -2.050 -2.428 0.876
6 H -2.521 -0.053 0.852
7 C -2.290 -0.505 -0.115
8 C 2.672 1.701 0.490
9 H 5.545 0.249 1.996
10 C -4.261 0.672 -1.150
11 H -3.571 1.376 -1.613
12 H -1.550 -2.407 -0.826
13 H 5.187 -1.420 1.573
14 Cl 4.485 -0.243 -1.438
15 H -5.127 0.566 -1.802
16 C 2.352 2.475 -0.543
17 Si 3.662 0.129 0.359
18 H -3.320 -1.107 -1.900
19 C -1.552 -1.830 0.105
20 H 4.154 -0.562 2.702
21 H 2.254 1.925 1.462
22 C -3.571 -0.670 -0.930
23 C -0.163 -1.567 0.480
24 H 2.730 2.285 -1.533
25 H -4.252 -1.357 -0.422
26 C 0.957 -1.381 0.874

=====

Q: Which formula does entry 4 have?
A: C4H4N2O